[1]
DFT (the ωB97M-V functional and the def2-TZVPD basis) results for a cluster of 14 separate species, C42H98N14O14 in total.

Each line ends with the Löwdin charge.
Element x y z (Å)
C (1.16336, -3.82373, -5.05572)  0.014
C (2.23612, -2.75532, -4.83808)  -0.552
O (3.25895, -2.97866, -4.20752)  0.010
N (1.96329, -1.56317, -5.42373)  0.018
C (2.84654, -0.43781, -5.32151)  -0.073
H (1.25469, -4.23698, -6.05764)  0.087
H (0.22815, -3.26013, -5.02609)  0.058
H (1.26467, -4.56079, -4.26778)  0.063
H (0.98744, -1.42163, -5.66292)  0.074
H (3.86912, -0.73786, -5.12017)  0.089
H (2.52219, 0.27143, -4.54674)  0.055
H (2.74048, 0.23343, -6.17955)  0.087
C (-2.26647, 5.05110, 2.00653)  0.003
C (-3.28208, 4.93441, 3.12678)  -0.547
O (-4.18415, 5.75124, 3.26492)  0.022
N (-3.20756, 3.75562, 3.79907)  -0.003
C (-3.97950, 3.45009, 4.97148)  -0.085
H (-2.69414, 5.68414, 1.23002)  0.078
H (-2.12418, 4.07981, 1.53164)  0.067
H (-1.36608, 5.52022, 2.39664)  0.077
H (-2.35504, 3.24474, 3.58493)  0.080
H (-4.80359, 4.12306, 5.19787)  0.080
H (-3.32206, 3.62084, 5.83431)  0.084
H (-4.36277, 2.43050, 4.99610)  0.073
C (0.50513, -3.19017, 2.23907)  0.014
C (-0.71468, -3.41078, 1.37082)  -0.538
O (-1.03184, -2.57251, 0.52365)  0.003
N (-1.58711, -4.37830, 1.69856)  0.010
C (-2.92170, -4.61453, 1.15129)  -0.047
H (0.80781, -4.14332, 2.67852)  0.090
H (0.22508, -2.59154, 3.10975)  0.064
H (1.32354, -2.65546, 1.77598)  0.061
H (-1.32416, -5.12639, 2.31899)  0.129
H (-3.40685, -5.35081, 1.77791)  0.085
H (-2.82118, -4.84950, 0.08822)  0.088
H (-3.48500, -3.67748, 1.12284)  0.076
C (1.56357, 3.92406, 3.81203)  0.014
C (1.77972, 3.99888, 2.31972)  -0.544
O (0.92956, 4.57928, 1.63890)  0.004
N (2.87859, 3.44444, 1.77023)  0.016
C (3.14021, 3.54337, 0.35479)  -0.056
H (0.78982, 3.15399, 3.91036)  0.057
H (1.02098, 4.78394, 4.19440)  0.091
H (2.49893, 3.68614, 4.31617)  0.071
H (3.61131, 3.19841, 2.41008)  0.119
H (2.73940, 4.43971, -0.10419)  0.092
H (2.84402, 2.64621, -0.20132)  0.069
H (4.22736, 3.48614, 0.23237)  0.087
C (0.08283, 0.66397, 5.90967)  0.014
C (-0.85914, 0.81831, 4.72839)  -0.496
O (-1.12949, 1.90639, 4.21055)  -0.009
N (-1.27512, -0.35231, 4.17457)  0.025
C (-2.25650, -0.37773, 3.11375)  -0.049
H (-0.42454, 0.35431, 6.82253)  0.090
H (0.63527, 1.58316, 6.08956)  0.080
H (0.82286, -0.10480, 5.66494)  0.054
H (-0.72953, -1.14469, 4.46791)  0.117
H (-2.88920, 0.50163, 3.14954)  0.075
H (-2.86831, -1.26387, 3.26640)  0.082
H (-1.72003, -0.47142, 2.16690)  0.070
C (-5.07144, 1.47925, 1.34616)  0.019
C (-5.64890, 0.14314, 1.80978)  -0.523
O (-4.94929, -0.86215, 1.94065)  -0.012
N (-6.93941, 0.11548, 2.17453)  0.023
C (-7.95969, 1.07249, 1.83260)  -0.084
H (-4.00341, 1.42130, 1.16661)  0.068
H (-5.21181, 2.22020, 2.14085)  0.084
H (-5.62944, 1.89893, 0.51131)  0.081
H (-7.30114, -0.73914, 2.56725)  0.143
H (-8.74704, 0.66272, 1.19730)  0.085
H (-7.62323, 1.98779, 1.35104)  0.079
H (-8.45248, 1.49444, 2.71611)  0.086
C (-3.01218, -2.11118, -5.81807)  0.007
C (-1.94375, -1.08553, -5.65938)  -0.528
O (-0.84063, -1.31281, -6.16029)  -0.013
N (-2.12197, -0.00317, -4.86693)  0.047
C (-1.17840, 1.08115, -4.98089)  -0.071
H (-4.00647, -1.73171, -5.58053)  0.077
H (-2.77117, -3.07098, -5.36803)  0.089
H (-3.11369, -2.36921, -6.87681)  0.089
H (-3.01674, 0.06949, -4.41282)  0.133
H (-0.13452, 0.93439, -5.24600)  0.081
H (-0.94892, 1.51853, -4.00021)  0.069
H (-1.57079, 1.89170, -5.59570)  0.088
C (-4.00750, -1.35120, -1.52042)  0.012
C (-5.37126, -1.89879, -1.85173)  -0.565
O (-5.77139, -2.05869, -2.99542)  0.027
N (-6.09497, -2.27397, -0.78277)  0.011
C (-7.39525, -2.92256, -0.91784)  -0.064
H (-3.29719, -2.13372, -1.77905)  0.085
H (-3.90829, -1.08306, -0.46398)  0.060
H (-3.84670, -0.35810, -1.94544)  0.071
H (-5.75949, -2.03703, 0.13598)  0.086
H (-7.74649, -3.31539, 0.03182)  0.077
H (-7.26413, -3.68977, -1.67811)  0.082
H (-8.13332, -2.20210, -1.27498)  0.081
C (0.15370, -1.01128, -2.17466)  0.035
C (0.20527, 0.29007, -1.40682)  -0.522
O (0.85714, 1.23208, -1.88250)  -0.015
N (-0.32913, 0.42526, -0.18318)  0.049
C (-0.37717, 1.66946, 0.58216)  -0.050
H (1.16682, -1.40678, -2.23833)  0.072
H (-0.07795, -0.70000, -3.19411)  0.062
H (-0.62021, -1.66115, -1.77466)  0.062
H (-0.50028, -0.45681, 0.28240)  0.088
H (-0.05428, 1.60006, 1.61777)  0.064
H (-1.46375, 1.79845, 0.53124)  0.075
H (0.06327, 2.54221, 0.11761)  0.058
C (3.84231, -1.88376, -0.97337)  0.017
C (5.33168, -1.61759, -1.19691)  -0.489
O (5.72196, -0.51903, -1.59554)  0.009
N (6.22313, -2.61089, -0.95637)  0.011
C (7.66169, -2.45236, -1.04289)  -0.063
H (3.72513, -2.26998, 0.04017)  0.064
H (3.56377, -2.61443, -1.73463)  0.064
H (3.24440, -0.98849, -1.11697)  0.072
H (5.80442, -3.41695, -0.51773)  0.129
H (8.12168, -3.42392, -1.19642)  0.081
H (7.96179, -2.00231, -0.09248)  0.085
H (7.97930, -1.77583, -1.83017)  0.083
C (-3.69054, 4.60809, -2.34523)  0.000
C (-2.72379, 3.55434, -1.85302)  -0.560
O (-3.10669, 2.38133, -1.77398)  -0.013
N (-1.45712, 3.89847, -1.61202)  0.038
C (-0.85302, 5.22054, -1.43980)  -0.048
H (-3.54980, 5.60194, -1.92350)  0.066
H (-4.73036, 4.31870, -2.20951)  0.078
H (-3.60512, 4.68002, -3.43376)  0.088
H (-0.93932, 3.04877, -1.42505)  0.094
H (-1.43952, 6.12843, -1.44203)  0.079
H (-0.30345, 5.25986, -2.39538)  0.088
H (-0.03816, 5.19236, -0.71972)  0.067
C (2.59023, -0.04104, 2.72415)  0.022
C (2.83089, -0.44713, 4.15401)  -0.561
O (2.50759, -1.57321, 4.51455)  0.027
N (3.43950, 0.42550, 4.98446)  0.011
C (3.73910, 0.07159, 6.38765)  -0.046
H (1.63099, 0.46794, 2.59655)  0.072
H (2.60797, -0.90788, 2.07183)  0.064
H (3.29718, 0.68405, 2.30948)  0.072
H (4.07062, 1.10889, 4.60418)  0.123
H (3.70375, -1.01437, 6.43151)  0.081
H (3.00158, 0.51910, 7.04710)  0.074
H (4.75105, 0.40903, 6.59196)  0.084
C (1.73717, -4.63621, -0.78528)  0.014
C (2.84531, -5.25265, 0.08125)  -0.531
O (3.34617, -4.56016, 0.96505)  0.005
N (3.38594, -6.44408, -0.21836)  0.001
C (4.39685, -7.15545, 0.54826)  -0.063
H (1.93433, -4.71159, -1.85151)  0.073
H (1.52089, -3.60971, -0.50631)  0.056
H (0.83260, -5.16390, -0.46096)  0.083
H (2.92246, -6.99915, -0.92063)  0.135
H (4.79089, -7.99214, -0.02277)  0.082
H (3.85224, -7.60848, 1.38258)  0.086
H (5.19617, -6.52696, 0.92331)  0.081
C (7.31115, 3.12515, -1.85672)  -0.002
C (5.94093, 3.22983, -2.52515)  -0.587
O (5.59733, 4.21329, -3.15934)  0.022
N (5.21654, 2.10818, -2.46897)  0.020
C (3.80836, 2.13033, -2.84024)  -0.068
H (7.36733, 3.90872, -1.09321)  0.075
H (8.01967, 3.51507, -2.58775)  0.080
H (7.50891, 2.17115, -1.38000)  0.067
H (5.58539, 1.26704, -2.04330)  0.069
H (3.70786, 1.88891, -3.89604)  0.072
H (3.36915, 3.11360, -2.68407)  0.083
H (3.29160, 1.45585, -2.16115)  0.053

Values from the calculation:
Frontier orbital gap: 8.8 eV
Relative energy (zero: lowest compared OMol25 entry of this formula, charge and spin): 193.8 kJ/mol
F_max: 0.0654 Eh/bohr
HOMO level: -8.6 eV
DFT total energy: -94675.8217 eV

=====

[2]
DFT (the ωB97M-V functional and the def2-TZVPD basis) results for an isolated molecule of C6H13N.

Each line ends with the natural charge from an NBO analysis.
Element x y z (Å)
C (-2.14633, 1.57431, -1.19128)  -0.410
C (-0.81483, 1.54260, -1.16836)  -0.162
C (0.18447, 0.44933, -1.39566)  -0.464
C (0.20142, -0.48183, -0.19342)  -0.043
C (1.31126, -1.48486, -0.29532)  -0.629
N (0.26933, 0.34374, 1.03827)  -0.625
C (0.36847, -0.52741, 2.20684)  -0.433
H (-2.76262, 2.09949, -0.49429)  0.204
H (-2.68028, 0.89432, -1.89929)  0.186
H (-0.31050, 2.44221, -0.76817)  0.196
H (0.27513, -0.12338, -2.31472)  0.224
H (1.18397, 0.98918, -1.42249)  0.214
H (-0.68542, -1.20528, -0.13265)  0.163
H (2.33123, -1.10535, -0.02609)  0.210
H (1.16642, -2.30576, 0.45459)  0.216
H (1.48395, -1.88442, -1.30908)  0.221
H (-0.59819, 0.84949, 1.18732)  0.363
H (1.40447, -0.81313, 2.41889)  0.199
H (-0.38366, -1.32407, 2.19142)  0.170
H (0.20170, 0.07081, 3.11350)  0.200

Values from the calculation:
Frontier orbital gap: 10.1 eV
Relative energy (zero: lowest compared OMol25 entry of this formula, charge and spin): 187.5 kJ/mol
SMILES string: C=CC[C@@H](C)NC
F_max: 0.0522 Eh/bohr
HOMO level: -9.0 eV
DFT total energy: -7920.8898 eV

=====

[3]
DFT (the ωB97M-V functional and the def2-TZVPD basis) results for a cluster of 4 separate species, CH9O3S in total.

Each line ends with the natural charge from an NBO analysis.
Element x y z (Å)
C (-0.03332, 2.12953, 1.51072)  -0.728
S (-1.28113, 1.22619, 0.55512)  -0.750
H (-0.47935, 3.23326, 1.48482)  0.176
H (0.10338, 1.66007, 2.36962)  0.178
H (0.83851, 2.35038, 0.89822)  0.176
H (0.22866, 0.85057, -1.33744)  0.511
H (-0.45669, -0.43702, -1.83686)  0.480
O (0.36123, 0.09783, -1.96098)  -1.010
H (-0.14500, -1.20443, 1.38445)  0.504
H (-0.37948, -2.40341, 0.30559)  0.480
O (0.00276, -2.11678, 1.14976)  -0.998
H (2.00485, -1.78351, -0.64209)  0.474
H (1.47203, -1.37773, -1.98820)  0.496
O (1.82488, -2.14159, -1.51183)  -0.988

Values from the calculation:
Frontier orbital gap: 6.9 eV
Relative energy (zero: lowest compared OMol25 entry of this formula, charge and spin): 113.3 kJ/mol
Total charge: -1
F_max: 0.1433 Eh/bohr
HOMO level: -2.9 eV
DFT total energy: -18161.6004 eV

=====

[4]
DFT (the ωB97M-V functional and the def2-TZVPD basis) results for a structure of composition C15H11BF4I2IrN2O.

Each line ends with the natural charge from an NBO analysis.
Element x y z (Å)
Ir (0.30263, 0.51893, 0.06570)  1.370
I (-1.80019, 4.04520, -3.01189)  0.257
C (-2.44626, 2.15708, -2.47314)  -0.196
C (-3.68167, 1.66225, -2.95492)  -0.243
C (-4.13264, 0.41003, -2.63741)  -0.129
I (-5.95673, -0.22953, -3.40235)  0.235
C (-3.35676, -0.43294, -1.79035)  -0.122
C (-3.68235, -1.73855, -1.38013)  -0.059
C (-2.83170, -2.43739, -0.55802)  -0.260
C (-1.65211, -1.83956, -0.11482)  0.117
N (-1.31681, -0.61167, -0.47884)  -0.478
C (-2.14348, 0.08741, -1.31270)  0.103
C (-1.67656, 1.36520, -1.66451)  0.290
O (-0.45330, 1.72106, -1.20529)  -0.605
H (-4.27393, 2.30215, -3.59410)  0.253
H (-4.60704, -2.18793, -1.71763)  0.250
H (-3.06717, -3.44114, -0.23714)  0.252
H (-0.97134, -2.35171, 0.55225)  0.227
F (0.09792, 1.97629, 4.47275)  -0.491
B (-0.22018, 0.70969, 4.29971)  1.477
F (-1.47945, 0.33563, 4.23864)  -0.489
F (0.73492, -0.20963, 4.35688)  -0.507
F (0.02891, 0.93019, 1.90989)  -0.585
N (2.01801, 1.62336, 0.42670)  -0.776
C (2.94332, 0.50897, 0.54916)  0.181
C (3.86469, 0.24220, -0.45245)  -0.275
C (4.64948, -0.89337, -0.34987)  -0.160
C (4.50499, -1.75553, 0.73284)  -0.200
C (3.57862, -1.47910, 1.72357)  -0.158
C (2.78334, -0.33930, 1.64258)  -0.321
H (2.26903, 2.25434, -0.32933)  0.419
H (1.92938, 2.15807, 1.29031)  0.429
H (3.96943, 0.91315, -1.29665)  0.228
H (5.38001, -1.10716, -1.11800)  0.236
H (5.12624, -2.63750, 0.80450)  0.236
H (3.47771, -2.13603, 2.57664)  0.236
H (2.09103, -0.09317, 2.43742)  0.259

Values from the calculation:
Frontier orbital gap: 6.3 eV
Relative energy (zero: lowest compared OMol25 entry of this formula, charge and spin): 81.0 kJ/mol
Total charge: +1
F_max: 0.0148 Eh/bohr
HOMO level: -11.5 eV
DFT total energy: -51346.3186 eV

=====

[5]
DFT (the ωB97M-V functional and the def2-TZVPD basis) results for a cluster of 2 separate species, C8H13FN2OS2 in total.

Each line ends with the natural charge from an NBO analysis.
Element x y z (Å)
C (-0.49655, -2.30520, 0.51204)  -0.324
C (0.85093, -2.38399, 0.14033)  0.356
C (-1.05419, -1.06147, 0.35356)  -0.193
C (1.28208, -1.30343, -0.56031)  -0.502
C (-2.91493, -0.28504, -0.97582)  -0.648
C (-2.59919, 0.59943, 1.38525)  -0.606
C (3.39739, 3.50273, -1.41394)  -0.364
C (-2.50520, -0.66789, 0.47192)  0.208
N (3.85365, 2.59800, -0.65426)  -0.572
N (3.80464, 0.42010, 0.69172)  -1.000
O (-3.31497, -1.59067, 1.00564)  -0.691
F (1.45180, -3.58237, 0.15755)  -0.315
S (0.16953, -0.03483, -0.30105)  0.433
S (3.98193, 0.92881, -0.84890)  0.794
H (-0.96856, -3.05493, 1.12869)  0.236
H (-3.90513, 0.33917, -0.99422)  0.215
H (-2.29365, 0.49886, -1.56318)  0.237
H (-3.06947, -1.21851, -1.59925)  0.214
H (-2.04221, 1.41431, 0.89076)  0.212
H (-2.34278, 0.26340, 2.37264)  0.225
H (-3.64249, 0.95228, 1.39356)  0.215
H (2.25707, -1.10272, -0.92146)  0.239
H (3.32232, 4.53434, -1.21021)  0.197
H (2.84236, 3.24053, -2.28908)  0.178
H (2.95601, 0.85936, 1.09371)  0.387
H (4.56560, 0.68921, 1.30046)  0.391
H (-3.58600, -2.24945, 0.43382)  0.477

Values from the calculation:
Frontier orbital gap (alpha / beta): 6.2 / 6.8 eV
2S+1: 3
F_max: 0.1418 Eh/bohr
HOMO level (alpha / beta): -5.5 / -8.8 eV
DFT total energy: -37916.3954 eV

=====

[6]
DFT (the ωB97M-V functional and the def2-TZVPD basis) results for an isolated molecule of C8H3N7.

Each line ends with the natural charge from an NBO analysis.
Element x y z (Å)
C (-0.20393, -4.92458, 1.74811)  0.249
C (-4.60817, -3.65954, 1.71404)  0.143
C (2.76453, -0.62709, 0.86180)  0.238
C (-0.91595, -3.75377, 1.37074)  -0.035
C (-3.37587, -4.01399, 1.19859)  0.234
C (-0.21585, -2.56289, 1.06993)  0.260
C (1.50904, -1.29832, 0.89760)  0.210
C (0.26278, 0.67241, -0.26206)  -0.415
N (0.36753, -5.87506, 1.96903)  -0.256
N (-5.71999, -3.50594, 2.08717)  -0.203
N (3.63219, 0.11731, 0.74127)  -0.241
N (-2.19310, -3.90171, 1.40829)  -0.148
N (1.14029, -2.50927, 1.32687)  -0.397
N (-0.64926, -1.38703, 0.52856)  -0.246
N (0.43185, -0.66508, 0.43703)  -0.102
H (0.85799, 1.44627, 0.25580)  0.232
H (0.60058, 0.60538, -1.28045)  0.226
H (-0.88627, 0.82373, -0.13566)  0.253

Values from the calculation:
Frontier orbital gap (alpha / beta): 7.6 / 7.6 eV
Relative energy (zero: lowest compared OMol25 entry of this formula, charge and spin): 0.0 kJ/mol
F_max: 0.0837 Eh/bohr
HOMO level (alpha / beta): -9.0 / -9.0 eV
DFT total energy: -18770.4805 eV